[1]
Density functional theory data (ωB97M-V/def2-TZVPD) for a 13-piece molecular cluster, C20H66N6O13 overall in a non-equilibrium geometry.

Each line ends with the Löwdin charge.
CARTESIAN COORDINATES (ANGSTROEM)
O: 29.154 -6.569 -6.449  -0.094
O: 31.856 -3.682 -6.416  -0.101
O: 23.697 -2.340 -9.957  -0.084
O: 29.028 -2.162 -2.783  -0.063
O: 27.187 -5.148 -9.286  -0.115
O: 28.358 -6.036 -11.634  -0.158
O: 26.565 -5.796 -6.248  -0.139
O: 30.087 -2.069 -12.475  -0.115
O: 26.559 -0.918 -6.640  -0.157
O: 24.383 -9.101 -10.249  -0.096
O: 24.555 -4.518 -8.140  -0.067
O: 29.729 1.926 -10.072  -0.071
O: 23.987 -6.015 -10.836  -0.045
N: 27.936 -1.431 -13.161  0.151
N: 25.601 -1.143 -10.413  0.199
N: 24.060 -0.153 -9.227  0.196
N: 23.691 -2.595 -7.090  0.186
N: 29.112 -2.681 -14.535  0.130
N: 25.399 -3.446 -6.198  0.124
C: 28.656 -3.425 -9.834  -0.069
C: 25.396 -4.349 -11.659  -0.064
C: 25.978 -6.434 -5.121  -0.302
C: 24.443 -1.200 -9.811  -0.645
C: 27.683 -0.700 -7.479  -0.160
C: 25.117 -5.867 -11.569  -0.317
C: 30.710 -7.508 -7.864  -0.080
C: 27.598 -3.884 -8.837  -0.298
C: 29.270 -7.329 -7.629  -0.305
C: 29.092 -1.981 -13.400  -0.632
C: 31.015 1.371 -9.917  -0.323
C: 24.501 -3.570 -7.145  -0.614
C: 24.483 -6.379 -5.310  -0.086
C: 29.533 -2.623 -4.019  -0.328
C: 25.538 -7.975 -8.616  -0.096
C: 24.497 -9.027 -8.838  -0.305
C: 30.955 0.007 -9.248  -0.080
C: 31.254 -3.187 -7.618  -0.130
C: 28.531 -3.376 -4.840  -0.079
C: 29.771 -5.992 -11.758  -0.143
H: 27.477 -6.073 -6.253  0.029
H: 25.913 -6.365 -11.062  0.069
H: 31.385 -4.453 -6.098  0.050
H: 31.659 1.381 -10.830  0.125
H: 28.024 0.361 -7.675  0.101
H: 28.698 -6.918 -8.417  0.088
H: 30.364 0.051 -8.355  0.052
H: 30.345 -3.300 -3.840  0.096
H: 28.559 -1.244 -7.091  0.063
H: 25.259 -3.161 -5.214  0.154
H: 29.943 -1.729 -4.509  0.125
H: 28.906 -2.918 -2.212  0.074
H: 25.535 -3.823 -10.729  0.028
H: 28.861 -8.310 -7.290  0.134
H: 27.360 -1.165 -8.398  0.037
H: 31.467 2.129 -9.263  0.108
H: 27.082 -1.689 -13.663  0.123
H: 23.934 -1.720 -6.567  0.148
H: 24.141 -5.404 -4.961  0.062
H: 25.146 -6.982 -8.733  0.033
H: 30.009 -4.858 -11.653  0.087
H: 31.592 -2.198 -7.914  0.063
H: 31.087 -8.299 -7.197  0.085
H: 23.149 -2.496 -7.923  0.081
H: 29.908 2.686 -10.574  0.049
H: 25.764 -1.998 -10.798  0.034
H: 26.232 -6.007 -4.130  0.112
H: 24.110 -6.395 -6.393  0.102
H: 30.197 -6.455 -10.845  0.067
H: 27.877 -2.637 -5.287  0.050
H: 29.554 -4.017 -9.795  0.054
H: 31.940 -0.252 -8.874  0.071
H: 23.586 -8.749 -8.289  0.122
H: 26.590 -5.494 -8.588  0.065
H: 29.440 -7.138 -5.736  0.105
H: 29.014 -4.007 -5.613  0.061
H: 24.698 -3.926 -12.320  0.066
H: 24.702 -10.068 -8.539  0.111
H: 26.520 -7.999 -9.178  0.104
H: 28.484 -2.457 -15.343  0.126
H: 26.344 -4.262 -12.119  0.040
H: 30.987 -7.933 -8.841  0.085
H: 28.103 -5.681 -10.739  0.033
H: 30.147 -6.390 -12.634  0.047
H: 30.577 -0.755 -9.939  0.065
H: 29.034 -2.363 -9.636  0.083
H: 26.697 -3.310 -8.907  0.075
H: 23.185 -0.283 -8.728  0.132
H: 25.044 -6.302 -12.535  0.111
H: 31.205 -6.546 -7.661  0.082
H: 31.426 -3.901 -8.395  0.071
H: 26.265 -0.391 -10.553  0.126
H: 24.769 0.418 -8.829  0.115
H: 26.348 -1.874 -6.662  0.011
H: 30.017 -3.089 -14.890  0.141
H: 26.353 -7.530 -5.077  0.137
H: 25.910 -4.346 -6.135  0.051
H: 28.020 -4.089 -4.191  0.077
H: 24.244 -5.946 -9.925  0.029
H: 28.167 -3.395 -10.791  0.057
H: 30.212 -3.038 -7.657  0.025
H: 25.230 -9.518 -10.553  0.108
H: 25.758 -8.021 -7.534  0.068
H: 27.716 -0.875 -12.310  0.118
H: 27.969 -3.788 -7.804  0.101
H: 24.086 -7.155 -4.677  0.072

Net charge   0
Largest force on an atom   0.1823 hartree/bohr
Energy   -57363.0688 eV
Gap between HOMO and LUMO   8.45 eV
ΔE to the lowest compared entry with this formula, charge and spin   27.4 kcal per mole

---

[2]
Density functional theory data (ωB97M-V/def2-TZVPD) for C64H83BN4O6S2SiSn as an isolated structure.

Each line ends with the Löwdin charge.
CARTESIAN COORDINATES (ANGSTROEM)
Sn: -0.719 -0.468 -1.072  1.319
S: -0.248 3.133 -0.109  1.010
S: -0.037 0.526 2.617  0.985
Si: -0.733 -0.539 -4.062  0.864
O: 0.598 2.187 -0.937  -0.576
O: 0.272 -3.390 -0.627  0.134
O: -2.842 1.901 -1.018  -0.088
O: -0.416 -0.731 1.890  -0.572
O: -2.176 -3.305 -0.291  0.119
O: -0.798 -5.000 0.635  0.263
N: -2.701 0.515 -0.981  -0.171
N: 2.495 -0.062 0.392  -0.038
N: 4.885 -1.587 0.844  0.063
N: -2.347 -2.004 -0.763  -0.062
C: 0.948 0.834 5.141  -0.083
C: -0.879 7.045 -2.390  -0.254
C: 2.640 4.805 4.837  -0.022
C: 2.999 -0.293 1.726  -0.214
C: 0.721 0.638 -4.535  -0.612
C: 4.753 -7.827 0.871  -0.067
C: -2.767 0.935 2.499  -0.053
C: -3.492 -1.070 -4.610  -0.089
C: 2.608 -9.075 0.798  -0.037
C: 0.637 3.973 3.715  -0.118
C: 1.011 0.558 6.499  -0.028
C: -0.006 3.541 2.520  -0.170
C: 1.130 -2.711 -3.942  -0.097
C: -3.586 -1.600 -0.582  -0.267
C: -0.165 7.070 -1.197  -0.021
C: 1.871 0.579 -3.519  -0.129
C: 0.284 2.108 -4.569  -0.090
C: -2.537 3.741 2.476  -0.110
C: 2.662 4.395 2.397  -0.006
C: -0.388 4.694 -0.958  -0.338
C: -1.164 8.310 -3.149  -0.036
C: 3.286 -7.792 1.298  -0.562
C: 4.447 -1.273 -0.565  -0.080
C: -0.698 -1.105 6.248  -0.019
C: -0.778 -0.839 4.893  -0.053
C: -3.588 5.909 2.283  -0.045
C: -1.128 4.653 -2.138  -0.077
C: -1.354 5.816 -2.849  -0.018
C: -4.856 5.290 2.216  -0.050
C: 0.083 5.910 -0.477  -0.057
C: 2.938 -1.068 -0.543  -0.211
C: -0.301 -2.394 -4.403  -0.611
C: 0.278 -0.720 8.540  -0.037
C: -0.019 3.952 4.973  -0.017
C: -4.963 3.931 2.270  -0.021
C: -0.422 -2.742 -5.900  -0.078
C: -5.165 0.383 -0.653  0.006
C: -1.508 1.565 2.591  -0.288
C: 1.291 0.275 -5.917  -0.079
C: 0.672 3.611 1.330  -0.336
C: -2.241 0.169 -6.377  -0.077
C: -4.707 -2.500 -0.169  0.021
C: 2.498 -4.526 -0.608  -0.006
C: 2.022 4.015 1.257  -0.067
C: -1.220 -3.366 -3.653  -0.091
C: 3.171 -5.639 -0.087  -0.019
C: 0.539 -5.324 0.520  -0.153
C: 1.180 -4.376 -0.257  -0.179
C: -2.409 -0.011 -4.857  -0.613
C: 1.186 -6.415 1.032  0.083
C: 1.983 4.781 6.032  -0.053
C: 4.510 -0.472 1.791  -0.084
C: 0.189 -0.409 7.072  -0.254
C: 0.638 4.349 6.100  -0.054
C: 1.986 4.400 3.647  -0.152
C: -3.807 3.120 2.394  -0.156
C: 0.042 0.142 4.352  -0.366
C: -2.457 5.157 2.411  -0.002
C: -2.960 1.309 -4.302  -0.090
C: 3.224 -7.745 2.832  -0.042
C: -3.892 1.702 2.407  -0.020
C: -3.787 -0.194 -0.753  -0.290
C: 2.549 -6.577 0.734  -0.154
C: -1.371 2.929 2.564  -0.179
B: -0.934 -3.843 -0.105  -0.732
H: 0.450 0.183 9.124  0.084
H: -5.661 0.057 0.261  0.088
H: -5.602 -2.265 -0.745  0.094
H: -1.849 -0.717 -6.874  0.066
H: -3.303 -1.996 -5.149  0.067
H: 2.520 4.037 0.295  0.125
H: -3.517 6.988 2.235  0.114
H: 1.108 -1.401 8.738  0.092
H: 0.160 -2.094 -6.550  0.067
H: -5.174 1.468 -0.690  0.083
H: -1.594 1.009 -6.626  0.069
H: 0.545 0.332 -6.708  0.075
H: 2.617 1.335 -3.791  0.099
H: -3.605 -1.305 -3.548  0.068
H: 5.888 -1.775 0.882  0.184
H: 2.601 0.890 0.062  0.110
H: -1.099 8.148 -4.225  0.085
H: -2.316 2.159 -4.502  0.057
H: 4.204 -5.782 -0.369  0.099
H: 2.522 -1.202 2.116  0.132
H: 4.408 -2.444 1.142  0.177
H: -2.817 -0.147 2.484  0.112
H: -4.454 -3.542 -0.321  0.091
H: -5.766 0.026 -1.494  0.104
H: 4.975 -0.368 -0.864  0.140
H: 1.134 2.717 -4.893  0.097
H: 3.667 5.143 4.781  0.119
H: 1.329 -3.773 -4.119  0.097
H: 2.639 -9.135 -0.291  0.095
H: -1.917 5.774 -3.774  0.123
H: 0.644 -7.129 1.637  0.136
H: 1.707 1.104 7.124  0.121
H: 2.986 -3.863 -1.309  0.105
H: 2.461 -2.012 -0.262  0.096
H: -0.870 -4.390 -3.825  0.103
H: 5.042 0.414 1.448  0.138
H: 3.620 -6.802 3.212  0.088
H: 4.860 -7.884 -0.214  0.089
H: -4.871 1.239 2.361  0.118
H: 4.756 -2.101 -1.201  0.132
H: 1.565 -9.133 1.110  0.081
H: -1.336 -1.867 6.680  0.121
H: -3.131 1.262 -3.238  0.042
H: 0.214 8.013 -0.823  0.120
H: -3.141 2.173 -0.133  0.087
H: 2.488 5.099 6.934  0.113
H: -4.948 -2.359 0.887  0.105
H: 2.712 0.523 2.389  0.102
H: -2.174 8.663 -2.933  0.092
H: -0.632 -1.196 8.901  0.082
H: -0.525 2.299 -5.267  0.061
H: 1.737 -0.718 -5.945  0.063
H: 3.694 4.724 2.363  0.122
H: -0.008 2.459 -3.577  0.058
H: 0.130 4.333 7.055  0.115
H: 2.081 0.992 -6.163  0.095
H: -3.223 0.379 -6.813  0.097
H: -4.450 -0.682 -4.972  0.093
H: -0.060 -3.765 -6.050  0.095
H: 0.644 5.971 0.444  0.103
H: 4.861 -0.747 2.785  0.138
H: -1.047 3.618 5.028  0.128
H: -1.196 -3.184 -2.589  0.026
H: -1.535 3.714 -2.490  0.089
H: -2.253 -3.319 -3.976  0.070
H: -0.470 9.103 -2.877  0.082
H: -3.922 1.515 -4.784  0.097
H: 2.606 -0.823 -1.546  0.085
H: 3.815 -8.558 3.255  0.091
H: 2.202 -7.855 3.197  0.082
H: -1.456 -2.719 -6.239  0.071
H: 1.591 1.591 4.706  0.102
H: -5.934 3.453 2.223  0.120
H: 5.303 -6.954 1.232  0.084
H: 2.375 -0.386 -3.524  0.051
H: 1.530 0.818 -2.511  0.009
H: -5.745 5.900 2.124  0.114
H: 5.229 -8.711 1.294  0.092
H: 3.122 -9.948 1.201  0.093
H: -1.487 5.635 2.465  0.120
H: 1.250 -2.531 -2.869  0.051
H: 1.887 -2.147 -4.482  0.061
H: -1.452 -1.396 4.255  0.111

Net charge   +2
Largest force on an atom   0.0145 hartree/bohr
Energy   -122005.5216 eV
Gap between HOMO and LUMO (alpha / beta)   5.56 / 6.24 eV

---

[3]
Density functional theory data (ωB97M-V/def2-TZVPD) for C5H10O2 as an isolated structure in a non-equilibrium geometry.

Each line ends with the natural charge from an NBO analysis.
CARTESIAN COORDINATES (ANGSTROEM)
O: 0.807 1.213 0.289  -0.838
O: 2.274 -0.659 -1.168  -0.392
C: 0.209 2.130 -0.573  -0.243
C: 0.105 -0.820 0.121  -0.190
C: 0.109 -1.005 1.629  -0.592
C: 1.310 -0.565 -0.525  0.908
C: -1.208 -0.629 -0.610  -0.600
H: -0.493 -1.875 1.898  0.219
H: -0.296 -0.089 2.057  0.251
H: -1.805 -1.542 -0.559  0.229
H: 0.677 3.120 -0.454  0.162
H: -1.747 0.172 -0.105  0.238
H: 0.546 -2.068 -0.347  0.118
H: 0.326 1.856 -1.640  0.131
H: -0.868 2.278 -0.369  0.136
H: 1.119 -1.139 2.016  0.231
H: -1.065 -0.378 -1.661  0.233

Net charge   0
Largest force on an atom   0.1194 hartree/bohr
Energy   -9437.5813 eV
Gap between HOMO and LUMO   8.33 eV
ΔE to the lowest compared entry with this formula, charge and spin   125.9 kcal per mole